Record 1
One molecule with the formula C6H10, computed with ωB97M-V/def2-TZVPD.

CARTESIAN COORDINATES (ANGSTROEM)
C: 2.64812 0.24538 0.44995
C: 1.77059 -0.64876 -0.37347
C: 0.43225 -0.86543 -0.07661
C: -0.59600 -0.94479 0.71225
C: -1.91748 -0.27058 0.63463
C: -2.16434 0.65293 -0.56223
H: 2.54201 1.30201 0.17419
H: 2.36836 0.15253 1.50624
H: 3.70256 -0.02049 0.32149
H: 0.42188 -0.42765 -1.17587
H: 2.18684 -1.10674 -1.26863
H: -2.01586 0.29927 1.57099
H: -2.70727 -1.03013 0.70206
H: -2.10002 0.09214 -1.50249
H: -3.15575 1.11720 -0.51612
H: -1.41589 1.45312 -0.59638

Output
Gap between HOMO and LUMO (alpha / beta), eV: 7.574 / 7.576
LUMO energy (alpha / beta), eV: 0.231 / 0.231
Maximum force, eV Å⁻¹: 0.36



Record 2
One molecule with the formula CClFN2O3 at a distorted geometry, computed with ωB97M-V/def2-TZVPD.

CARTESIAN COORDINATES (ANGSTROEM)
C: 1.17441 0.25945 0.08065
N: 0.15182 -0.51687 0.06244
N: -1.45650 0.08989 0.00365
O: 0.01671 -1.69180 -0.06663
O: -2.14034 -0.85297 -0.00082
O: -1.57002 1.29245 -0.02091
F: 1.04894 1.61816 -0.05084
Cl: 2.77498 -0.19831 -0.00753

Output
Gap between HOMO and LUMO, eV: 9.301
LUMO energy, eV: -0.453
Maximum force, eV Å⁻¹: 2.82



Record 3
C36H57N2O4V as an isolated structure at a distorted geometry, computed with ωB97M-V/def2-TZVPD.

CARTESIAN COORDINATES (ANGSTROEM)
V: 0.21560 1.18895 -1.39889
C: -0.40868 3.84135 -2.71067
N: 0.74051 3.22498 -1.96715
C: 2.00050 3.26163 -2.71467
C: 0.84004 3.95109 -0.62675
C: 0.10477 3.27616 0.55438
N: 0.45736 1.85093 0.58227
C: -0.40692 1.06105 1.45067
C: -1.84621 0.72192 1.04560
C: -2.65498 0.21035 2.10670
C: -4.00916 -0.09856 1.94497
C: -4.61285 0.11783 0.70231
C: -3.85864 0.61334 -0.38338
C: -2.48896 1.01760 -0.17857
O: -1.85788 1.80721 -1.02006
C: -4.65774 1.03131 -1.62322
C: -3.80033 0.94946 -2.85448
C: -5.85174 0.11219 -1.88071
C: -5.26858 2.41273 -1.30819
C: -4.87589 -0.58649 3.09907
C: -4.74487 -2.13127 3.11377
C: -4.26915 -0.08850 4.43075
C: -6.32498 -0.18345 2.88486
C: 1.90555 1.67815 1.05525
C: 2.63786 0.39357 0.70890
C: 3.24447 -0.37922 1.64306
C: 4.18352 -1.36278 1.38653
C: 4.37693 -1.61585 0.01965
C: 3.75401 -0.96250 -1.02426
C: 2.76636 0.01004 -0.66775
O: 2.17180 0.75111 -1.56608
C: 4.06155 -1.37905 -2.47911
C: 3.95601 -0.26605 -3.51378
C: 3.13249 -2.54651 -2.83005
C: 5.51384 -1.91043 -2.62161
C: 4.83928 -2.28551 2.41317
C: 6.36224 -2.23498 2.10352
C: 4.50050 -1.92389 3.87987
C: 4.16134 -3.64443 2.11119
H: -0.36848 4.94336 -2.71723
H: -0.31032 3.49122 -3.73006
H: -1.25593 3.43440 -2.27128
H: 2.21826 4.29974 -3.05774
H: 2.78999 2.87792 -2.10781
H: 1.88908 2.66068 -3.56670
H: 1.93195 4.04108 -0.42894
H: 0.35140 4.95869 -0.70060
H: 0.40188 3.81003 1.48127
H: -0.99548 3.47694 0.40388
H: 0.19241 0.15230 1.65391
H: -0.49394 1.57639 2.38311
H: -2.08144 0.00150 3.04898
H: -5.59319 -0.28156 0.55349
H: -3.25396 0.02927 -2.85972
H: -4.49396 1.04414 -3.70522
H: -3.04045 1.75902 -2.90306
H: -5.52012 -0.94572 -1.86797
H: -6.60453 0.25636 -1.07048
H: -6.36957 0.25509 -2.86184
H: -4.42000 3.10299 -1.08676
H: -5.83639 2.78584 -2.19651
H: -5.87510 2.38120 -0.37304
H: -3.72387 -2.50176 3.11491
H: -5.27362 -2.43717 3.98131
H: -5.25765 -2.66987 2.29248
H: -3.30045 -0.59509 4.68446
H: -4.13734 0.96307 4.52662
H: -4.90597 -0.49383 5.25806
H: -6.75377 -0.52396 1.95771
H: -7.02614 -0.47250 3.65498
H: -6.26966 0.91200 2.82240
H: 2.47585 2.50528 0.55374
H: 2.01369 1.81845 2.12449
H: 3.03369 -0.21304 2.72162
H: 5.10595 -2.38105 -0.22793
H: 2.94365 0.15346 -3.54531
H: 4.67132 0.50554 -3.27790
H: 4.14212 -0.66088 -4.50752
H: 2.08545 -2.24448 -2.91856
H: 3.44013 -3.00566 -3.81661
H: 3.13490 -3.33356 -2.05482
H: 6.26426 -1.11483 -2.40104
H: 5.69530 -2.82918 -2.02296
H: 5.75977 -2.12954 -3.66667
H: 6.63697 -1.17459 2.22809
H: 6.94936 -2.83148 2.80749
H: 6.55587 -2.60818 1.05954
H: 5.07745 -0.99961 4.15157
H: 3.44397 -1.77333 4.06630
H: 4.91853 -2.69814 4.51764
H: 4.40000 -4.09368 1.10169
H: 4.43360 -4.39107 2.84072
H: 3.07700 -3.55873 2.10430
C: -1.13785 -2.73400 -1.02939
O: -0.36108 -1.52236 -0.89326
C: -0.51576 -0.61940 -1.97200
O: -0.82607 -1.06708 -3.06748
H: -2.22301 -2.53464 -1.13143
H: -1.02975 -3.26191 -0.08046
H: -0.76796 -3.37759 -1.84358

Output
Gap between HOMO and LUMO (alpha / beta), eV: 5.483 / 6.688
LUMO energy (alpha / beta), eV: 2.483 / 2.476
<S²>: 3.76
Charge: -1
Multiplicity: 4
Maximum force, eV Å⁻¹: 3.22



Record 4
Cl2OS as an isolated structure at a distorted geometry, computed with ωB97M-V/def2-TZVPD.

CARTESIAN COORDINATES (ANGSTROEM)
O: -1.55026 -1.45179 -0.24424
S: -1.43682 -0.32555 0.62947
Cl: 0.17364 0.64489 -0.17505
Cl: 2.81344 1.13246 -0.21017

Output
Gap between HOMO and LUMO (alpha / beta), eV: 9.448 / 7.626
LUMO energy (alpha / beta), eV: -0.202 / -3.756
<S²>: 2.01
Multiplicity: 3
Maximum force, eV Å⁻¹: 2.32



Record 5
A 2-piece molecular cluster, C2HNO3 overall at a distorted geometry, computed with ωB97M-V/def2-TZVPD.

CARTESIAN COORDINATES (ANGSTROEM)
C: -1.22264 0.82474 -3.33059
C: -3.22577 -0.17483 -1.85799
N: -2.28551 0.45487 -2.19015
O: -0.56416 1.81964 -2.99072
O: -1.32740 0.20768 -4.36497
O: -4.07309 -0.75234 -1.23621
H: 12.69856 -2.37975 15.97064

Output
Gap between HOMO and LUMO, eV: 3.336
LUMO energy, eV: 4.593
Charge: -2
Maximum force, eV Å⁻¹: 2.62



Record 6
An isolated ion of composition C5H4NO4 and charge -1 at a distorted geometry, computed with ωB97M-V/def2-TZVPD.

CARTESIAN COORDINATES (ANGSTROEM)
C: -1.76206 0.01527 0.93153
C: -1.18264 1.13124 0.46921
C: 1.73107 -1.07483 0.02037
C: -2.75123 -1.03574 0.23780
C: -0.19395 -0.04574 1.04178
N: 0.41282 -0.93330 0.02987
O: -2.19763 -2.01131 -0.26968
O: 2.44370 -0.36328 0.68982
O: -3.89191 -0.58578 0.22057
O: -1.12252 2.47008 0.09402
H: 2.28426 -1.84685 -0.67246
H: 0.36823 0.02650 1.98008
H: -0.35032 -1.55804 -0.38366
H: -1.82995 2.76975 -0.40972

Output
Gap between HOMO and LUMO, eV: 7.712
LUMO energy, eV: 3.355
Charge: -1
Maximum force, eV Å⁻¹: 3.90